{
  "formula": "C9H13IN2O3",
  "method": "ωB97M-V/def2-TZVPD",
  "total_energy_ev": -26764.66531,
  "total_charge": 0,
  "homo_ev": -9.76,
  "symbols": ["C", "C", "O", "C", "N", "C", "O", "O", "I", "H", "H", "H", "H", "H", "H", "H", "H", "N", "C", "C", "C", "C", "C", "H", "H", "H", "H", "H"],
  "xyz": [[2.468, 0.702, -1.954], [1.757, 1.819, -2.849], [1.382, 1.341, -4.151], [0.463, 2.346, -1.992], [-0.688, 2.400, -2.958], [-1.506, 1.201, -2.862], [-2.730, 1.241, -2.574], [-0.947, -0.110, -3.066], [-1.226, -1.055, -1.280], [3.583, 0.608, -2.191], [2.010, -0.326, -2.209], [2.278, 0.887, -0.837], [2.402, 2.746, -3.014], [1.328, 0.366, -4.178], [0.246, 1.660, -1.109], [0.738, 3.367, -1.557], [-1.285, 3.172, -2.627], [-1.992, -2.398, 2.609], [-1.658, -1.126, 2.883], [-0.751, -0.761, 3.866], [-0.155, -1.765, 4.615], [-0.484, -3.087, 4.354], [-1.399, -3.349, 3.348], [-2.152, -0.376, 2.274], [-0.518, 0.281, 4.042], [0.558, -1.520, 5.394], [-0.038, -3.896, 4.919], [-1.685, -4.367, 3.105]],
  "forces_ev_per_a": [[0.121, -0.256, -0.547], [-0.166, -0.218, 1.305], [0.630, -0.070, 0.805], [1.349, -0.667, -0.834], [-0.955, -1.377, 1.934], [-3.580, 0.305, 0.798], [4.041, 0.408, -1.289], [0.146, 2.323, 1.309], [0.142, -0.199, -0.637], [-1.505, 0.251, 0.500], [0.478, 1.551, 0.441], [0.529, -0.215, -1.657], [-0.631, -1.431, 0.129], [-0.043, 0.753, 0.400], [0.262, 0.785, -1.134], [-0.778, -1.255, -0.826], [-0.070, -0.732, -0.600], [0.486, 0.220, 0.385], [-0.219, -0.477, -0.221], [0.038, -0.084, 0.051], [0.072, 0.020, 0.076], [0.016, 0.133, 0.019], [-0.322, 0.221, -0.389], [0.030, 0.032, 0.050], [-0.034, -0.042, -0.027], [-0.044, -0.014, -0.047], [-0.039, 0.020, -0.045], [0.044, 0.015, 0.051]]
}

{
  "formula": "C9H13MnN5O9P2S2",
  "method": "ωB97M-V/def2-TZVPD",
  "total_energy_ev": -107000.89804,
  "spin_multiplicity": 2,
  "total_charge": -2,
  "homo_ev": [-2.18, -1.17],
  "symbols": ["Mn", "C", "S", "C", "S", "N", "N", "C", "C", "C", "C", "C", "C", "N", "H", "H", "H", "H", "H", "H", "H", "H", "N", "N", "C", "O", "O", "H", "H", "H", "O", "P", "O", "O", "O", "P", "O", "O", "O", "H", "H"],
  "xyz": [[0.314, -0.006, -0.320], [4.166, -2.402, -3.361], [4.040, -2.783, -1.608], [2.602, -1.882, -1.096], [1.584, -1.103, -2.209], [2.464, -1.996, 0.203], [1.377, -1.331, 0.674], [1.032, -1.570, 1.899], [-0.120, -0.843, 2.376], [-0.689, -1.006, 3.643], [-1.825, -0.295, 3.960], [-2.376, 0.564, 3.009], [-1.748, 0.687, 1.785], [-0.644, 0.012, 1.478], [5.099, -2.859, -3.696], [4.205, -1.325, -3.506], [3.326, -2.809, -3.919], [1.582, -2.282, 2.506], [-0.235, -1.695, 4.343], [-2.291, -0.411, 4.931], [-3.281, 1.121, 3.207], [-2.130, 1.337, 1.008], [0.113, 2.969, 0.950], [1.462, 3.326, 0.736], [2.311, 2.391, 0.069], [3.423, 2.840, -0.236], [1.898, 1.210, -0.122], [-0.427, 2.947, 0.086], [-0.286, 3.600, 1.629], [1.604, 4.232, 0.307], [-2.826, -2.484, -2.302], [-2.525, -1.178, -1.401], [-3.720, -0.856, -0.571], [-1.191, -1.401, -0.750], [-2.369, -0.038, -2.545], [-2.058, 1.513, -2.112], [-3.326, 1.829, -1.158], [-2.075, 2.393, -3.292], [-0.817, 1.452, -1.245], [-1.969, -2.848, -2.558], [-3.672, 0.981, -0.792]],
  "forces_ev_per_a": [[0.039, -0.290, -0.220], [-0.054, 0.084, 0.081], [0.165, -0.092, 0.001], [-0.244, 0.054, -0.086], [0.029, 0.102, 0.127], [0.045, -0.111, 0.009], [-0.172, 0.129, 0.169], [0.052, 0.046, -0.132], [0.022, 0.020, -0.058], [0.101, -0.056, -0.026], [-0.074, 0.087, -0.069], [0.050, -0.068, 0.073], [-0.068, 0.060, 0.002], [0.170, 0.016, -0.045], [-0.003, -0.012, -0.009], [-0.002, -0.010, -0.043], [-0.010, 0.005, -0.009], [-0.014, 0.018, 0.021], [-0.009, 0.004, 0.013], [0.003, 0.000, 0.000], [-0.006, 0.004, 0.000], [0.015, -0.008, 0.011], [0.007, -0.010, -0.029], [-0.030, 0.009, 0.001], [0.059, -0.022, 0.070], [-0.007, 0.035, -0.089], [-0.145, -0.038, 0.240], [0.018, -0.018, 0.049], [0.014, 0.029, -0.007], [0.008, -0.006, -0.003], [0.021, -0.015, 0.002], [-0.037, 0.045, -0.077], [0.004, 0.052, -0.021], [0.110, 0.069, 0.035], [-0.027, -0.004, 0.103], [0.135, -0.030, -0.049], [-0.080, -0.119, 0.058], [-0.020, -0.005, 0.006], [-0.072, -0.009, -0.054], [-0.019, 0.000, -0.003], [0.026, 0.054, -0.046]]
}

{
  "formula": "C9H13N2O2P",
  "method": "ωB97M-V/def2-TZVPD",
  "total_energy_ev": -25905.70786,
  "total_charge": 0,
  "homo_ev": -7.81,
  "smiles": "[H]/N=C\\CO[P@@H](=Nc1ccccc1)OC",
  "symbols": ["C", "C", "C", "C", "C", "C", "C", "C", "C", "N", "N", "O", "O", "P", "H", "H", "H", "H", "H", "H", "H", "H", "H", "H", "H", "H", "H"],
  "xyz": [[3.007, -2.815, 0.095], [1.969, -3.651, -0.317], [2.822, -1.462, 0.258], [0.697, -3.148, -0.519], [1.557, -0.994, 0.038], [0.485, -1.721, -0.338], [0.358, 3.000, 0.403], [-0.949, 2.558, 0.825], [-3.486, 0.334, 0.027], [-0.726, -1.119, -0.597], [0.749, 4.003, -0.269], [-0.889, 1.140, 0.831], [-2.510, 0.816, -1.046], [-1.080, 0.383, -0.553], [4.025, -3.114, 0.209], [2.181, -4.721, -0.228], [3.665, -0.804, 0.319], [0.008, -3.878, -0.747], [1.286, 0.050, 0.048], [1.019, 2.141, 0.538], [-0.200, 1.326, -1.438], [-1.022, 3.031, 1.787], [-1.749, 3.061, 0.232], [-3.502, 1.188, 0.715], [-3.128, -0.553, 0.460], [-4.605, 0.200, -0.295], [0.018, 4.747, -0.436]],
  "forces_ev_per_a": [[0.582, 0.500, -0.228], [0.488, 0.040, 1.395], [-0.159, -0.696, -0.884], [1.666, 2.247, 0.783], [0.044, 2.206, 0.146], [-0.589, -3.419, -0.748], [1.830, 0.423, -2.456], [-1.229, 1.362, -0.213], [-2.094, 2.355, -1.295], [-1.580, 0.820, 0.159], [-0.546, 0.718, 0.609], [-0.947, 0.074, 1.303], [-1.790, -1.471, 1.085], [2.889, 0.973, -2.777], [0.389, -0.885, 0.082], [-0.378, 0.237, -0.675], [0.222, 0.303, 0.567], [-2.110, -0.863, -0.621], [0.822, 0.479, 0.394], [0.839, 0.562, 0.198], [-1.486, -1.536, 1.077], [-0.628, -0.776, 1.232], [0.263, -0.969, 0.088], [-0.022, -0.559, 0.208], [0.422, -1.152, 0.585], [2.502, 0.207, -0.276], [0.599, -1.179, 0.264]]
}

{
  "formula": "C9H13N3O2S",
  "method": "ωB97M-V/def2-TZVPD",
  "total_energy_ev": -28939.47618,
  "total_charge": 0,
  "homo_ev": [-7.65, -6.73],
  "symbols": ["C", "C", "C", "C", "C", "C", "C", "C", "C", "N", "N", "N", "O", "O", "S", "H", "H", "H", "H", "H", "H", "H", "H", "H", "H", "H", "H", "H"],
  "xyz": [[-2.310, 2.257, 0.082], [-1.029, 2.822, 0.040], [-2.507, 0.899, -0.011], [0.046, 2.014, -0.096], [-1.429, 0.064, -0.405], [-0.140, 0.651, -0.583], [-1.638, -1.359, -0.643], [-0.986, -2.219, 0.634], [1.022, -0.180, -0.815], [0.234, -1.827, 0.974], [1.419, -0.853, -1.922], [2.444, -0.117, 1.763], [3.567, -0.767, -0.450], [2.926, 1.670, -0.090], [2.693, 0.259, 0.121], [-3.260, 2.863, 0.195], [-1.012, 3.907, 0.307], [-3.426, 0.432, 0.077], [0.990, 2.518, -0.168], [-2.635, -1.633, -0.791], [-1.200, -1.747, -1.487], [-1.657, -2.341, 1.496], [-0.980, -3.241, 0.053], [0.171, -1.227, 1.815], [0.962, -1.057, -2.759], [2.412, -1.121, -1.859], [2.466, -1.141, 2.119], [2.858, 0.475, 2.404]],
  "forces_ev_per_a": [[-2.114, 0.237, 0.306], [-1.814, 1.144, 1.325], [2.777, 0.297, -0.993], [0.236, -0.826, -2.099], [0.204, 1.167, -1.088], [-0.609, 0.657, 2.157], [0.366, 0.670, 2.845], [-2.781, -2.912, -2.993], [1.199, -0.496, 0.782], [3.770, 1.651, 0.954], [1.471, 0.563, 2.459], [-0.854, -2.530, -1.907], [-0.213, 1.346, 0.719], [0.543, -1.052, 0.918], [-1.299, -2.247, -0.273], [1.481, -0.403, 0.048], [0.606, -1.025, -0.537], [-1.876, -0.540, 0.234], [0.413, -0.327, 0.214], [-1.922, -0.209, 0.352], [1.732, -0.624, -1.810], [-0.439, 0.385, -0.433], [0.066, 1.241, 1.327], [0.144, -0.046, -0.826], [-1.367, 0.060, -0.979], [-0.665, -0.214, -0.131], [-0.080, 2.187, -1.731], [1.025, 1.846, 1.160]]
}

{
  "formula": "C9H13N3O2Se",
  "method": "ωB97M-V/def2-TZVPD",
  "total_energy_ev": -83451.42841,
  "spin_multiplicity": 3,
  "total_charge": 0,
  "homo_ev": [-6.06, -8.48],
  "symbols": ["C", "C", "C", "C", "C", "C", "C", "C", "C", "N", "N", "N", "O", "O", "Se", "H", "H", "H", "H", "H", "H", "H", "H", "H", "H", "H", "H", "H"],
  "xyz": [[-3.121, 0.373, 1.311], [-1.921, 0.653, 0.776], [-3.964, -0.624, 0.646], [-2.399, -0.792, -1.099], [2.327, 0.967, -0.977], [0.871, 1.424, -0.559], [2.891, 0.009, 0.076], [-0.179, 0.308, -0.918], [4.248, -0.578, -0.236], [-3.539, -1.114, -0.474], [-1.420, 0.236, -0.379], [-5.171, -0.925, 1.078], [-2.203, -0.977, -2.260], [4.814, -1.175, 0.914], [1.562, -1.625, 0.005], [-3.326, 0.703, 2.350], [-1.376, 1.404, 1.331], [2.332, 0.447, -1.989], [3.039, 1.839, -0.921], [0.779, 1.470, 0.572], [0.546, 2.316, -1.059], [2.814, 0.351, 1.103], [0.057, -0.072, -1.939], [4.991, 0.300, -0.603], [4.316, -1.339, -0.993], [-5.515, -0.406, 1.852], [-5.560, -1.784, 0.808], [4.105, -1.390, 1.585]],
  "forces_ev_per_a": [[-1.988, -1.497, 0.937], [1.119, 1.915, 1.088], [2.987, 2.565, 0.169], [-0.330, 2.377, 0.244], [-0.261, 0.529, 0.746], [-0.711, -2.692, 1.127], [-1.678, -1.977, -1.626], [2.310, 2.010, -1.474], [1.988, 1.884, 0.435], [-0.042, -1.466, -0.579], [-1.683, -3.050, -1.667], [-0.479, 0.408, 0.830], [1.114, -0.709, -0.644], [-0.619, -0.126, 1.464], [1.307, 0.272, 0.783], [0.002, -0.026, -0.990], [0.595, -0.063, -0.063], [0.074, 0.943, 1.112], [-0.819, -0.559, -0.668], [0.555, 0.734, -1.163], [0.073, 0.782, 0.023], [0.150, 0.325, 0.017], [-1.310, -0.041, 1.018], [-1.579, -1.715, 0.913], [-0.661, -0.063, -0.802], [-0.378, -0.118, 0.523], [-0.779, -0.909, -0.413], [1.042, 0.266, -1.340]]
}

{
  "formula": "C9H13N3OP",
  "method": "ωB97M-V/def2-TZVPD",
  "total_energy_ev": -25343.01908,
  "total_charge": 1,
  "homo_ev": -13.03,
  "smiles": "CN1[NH+]=C(c2ccccc2)N[P@@]1(C)=O",
  "symbols": ["C", "C", "C", "C", "C", "C", "C", "C", "C", "N", "N", "N", "O", "P", "H", "H", "H", "H", "H", "H", "H", "H", "H", "H", "H", "H", "H"],
  "xyz": [[-2.887, 1.283, -3.200], [-2.949, 2.022, -1.975], [-2.100, 0.138, -3.346], [-2.223, 1.546, -0.900], [-1.380, -0.235, -2.276], [-1.388, 0.445, -1.099], [-0.581, 0.034, -0.010], [1.122, -2.583, 1.610], [2.820, 0.805, 1.962], [0.248, 1.116, 0.801], [0.919, -1.266, 1.203], [-0.116, -1.128, 0.263], [0.457, 0.333, 3.332], [1.084, 0.289, 2.046], [-3.534, 1.497, -4.010], [-3.616, 2.840, -1.961], [-2.047, -0.553, -4.176], [-2.284, 2.230, -0.068], [-0.636, -1.001, -2.253], [0.519, -3.232, 2.127], [1.364, -3.114, 0.676], [2.069, -2.422, 2.094], [3.100, 1.210, 2.899], [3.266, -0.165, 1.675], [3.085, 1.443, 1.062], [-0.076, 2.001, 0.971], [-0.252, -1.984, -0.246]],
  "forces_ev_per_a": [[0.000, -0.437, 0.959], [0.558, -2.536, -2.117], [-0.897, 0.378, -0.387], [-0.320, 1.679, -1.079], [1.776, -0.917, 1.138], [-1.452, 1.354, 1.523], [3.490, 4.037, 2.345], [3.796, -0.253, -1.895], [-0.622, -0.995, -2.637], [-0.911, -7.285, -2.329], [-2.166, 3.690, -0.960], [0.868, -0.221, 0.863], [-0.610, -0.036, 2.046], [0.479, 0.140, -1.922], [-0.478, 0.714, -0.645], [-0.416, 0.874, 0.409], [-0.355, 0.634, -0.533], [0.357, -0.651, 0.813], [0.101, -0.878, -0.835], [-2.344, -0.478, 1.829], [0.256, -0.283, 0.205], [0.578, -1.075, 0.697], [0.568, 0.210, 0.789], [0.560, 0.384, 0.717], [-0.681, -0.450, 1.283], [-1.429, 2.495, 0.176], [-0.704, -0.095, -0.453]]
}